# 1
2 unconnected molecules or ions with the total composition C10H20Cl3N4O. Source: OMol25; level of theory: ωB97M-V/def2-TZVPD.

```
38
Properties=species:S:1:pos:R:3:forces:R:3
C -2.804297 0.339872 -0.472790 -0.406 0.054 -0.040
C -2.364474 1.683200 -1.074590 0.030 -0.280 0.645
C -0.855604 1.868385 -1.292839 -0.496 0.049 -0.762
C -0.094026 0.696843 -1.946948 0.536 0.255 0.571
C 1.036137 0.195376 -1.037112 -0.147 -0.370 0.243
C 0.553258 -0.840674 -0.010848 0.084 0.704 -0.236
C 1.681999 -1.536220 0.725468 0.082 -0.640 -0.136
N 2.112407 -0.808623 1.922372 -0.286 0.740 0.060
C 2.007534 0.474778 2.262044 0.075 -0.018 -0.038
N 2.529846 0.744086 3.438673 0.351 -0.134 0.570
C 3.002130 -0.434802 3.881536 -0.209 0.602 -0.401
N 3.624120 -0.619803 5.041884 -0.339 -0.308 -0.289
O 4.024242 -1.904907 5.347425 -0.030 0.218 -0.082
N 2.754480 -1.390276 2.975868 0.230 -0.660 0.176
H -2.103891 -0.472787 -0.636948 0.091 -0.073 -0.095
H -3.740556 0.037410 -0.941295 0.085 -0.065 0.209
H -3.013396 0.390738 0.594839 0.193 0.100 0.122
H -2.940811 1.857035 -1.978019 0.212 0.004 -0.319
H -2.675696 2.454589 -0.372260 -0.108 0.231 -0.106
H -0.396139 2.169764 -0.352650 0.151 -0.189 0.199
H -0.740757 2.729290 -1.949368 0.040 0.204 0.068
H 0.371876 0.998971 -2.879556 -0.100 0.236 -0.157
H -0.755430 -0.124950 -2.202940 -0.147 -0.145 -0.019
H 1.859988 -0.222791 -1.616887 -0.033 -0.150 -0.090
H 1.453311 1.032908 -0.479435 0.175 0.277 -0.210
H -0.096964 -0.349685 0.713625 -0.195 -0.073 0.081
H -0.071334 -1.561575 -0.528489 0.113 -0.367 0.054
H 1.373876 -2.531652 1.037779 -0.094 -0.027 0.273
H 2.548594 -1.677746 0.082870 0.122 0.094 -0.097
H 1.565465 1.239177 1.651766 -0.186 -0.119 -0.285
H 3.819419 0.146252 5.666670 0.141 -0.094 0.138
H 3.285904 -2.299572 5.835798 0.075 -0.036 0.203
H 2.975425 -2.374268 2.998541 0.055 0.021 -0.033
C -4.006331 -0.073218 -4.944708 -0.117 0.107 -0.019
Cl -4.927107 1.268997 -5.613845 0.013 -0.036 0.009
Cl -2.274777 0.262899 -5.015845 0.041 -0.028 0.040
Cl -4.516069 -0.414754 -3.285716 -0.012 -0.071 -0.262
H -4.202354 -0.952267 -5.544069 0.010 -0.012 0.014
```
Positions in Å, forces in eV/Å.

**Total charge**: +1
**LUMO level**: -0.1054 Eh
**Electronic energy**: -2067.56120 Eh
**Kohn-Sham gap**: 9.98 eV
**Maximum force**: 0.9 eV/Å

# 2
A molecular structure, C10H20ClIN2OPYb in a non-equilibrium geometry. Source: OMol25; level of theory: ωB97M-V/def2-TZVPD.

```
37
Properties=species:S:1:pos:R:3:forces:R:3
C 1.493828 -1.775784 -0.457805 -0.344 -0.700 -0.169
I 2.684830 0.821631 -0.030946 0.725 0.903 0.412
H 0.779619 -1.142601 0.080005 0.143 -0.178 0.003
H 2.451096 -1.875977 0.062912 -0.103 -0.166 0.016
H 1.045424 -2.781514 -0.498215 0.162 0.084 0.020
Yb -2.194061 1.288441 0.963383 -0.772 1.169 -0.155
P 0.524641 -0.022872 -2.559904 0.549 -0.436 -1.264
C 1.567601 1.135205 -3.459664 -0.205 0.362 -0.081
C -0.343014 -1.019080 -3.782385 -0.390 0.030 -0.006
H -1.309105 -0.000573 -0.961842 0.246 -0.047 -0.361
H -1.371982 1.325329 -2.149017 0.074 -0.108 0.041
H -0.230294 1.474586 -0.780537 0.167 -0.245 -0.342
C -0.699935 0.765856 -1.482744 -0.194 0.183 0.148
H -1.230635 -1.478714 -3.326630 0.184 0.042 -0.205
H -0.638359 -0.371534 -4.617336 -0.072 -0.233 0.161
H 1.057951 1.371155 -4.406391 0.252 0.066 0.295
H 2.534192 0.655562 -3.674960 -0.339 0.048 0.081
H 0.334129 -1.803853 -4.148281 -0.149 0.290 0.079
H 1.728593 2.045517 -2.870779 0.000 -0.173 -0.239
C 1.706725 -1.311634 -1.870093 1.462 -1.137 -0.663
O 2.539604 -1.745423 -2.653545 -1.945 1.178 1.552
Cl -3.353349 -0.747636 0.442263 -0.229 -0.686 -0.394
C 1.859775 -0.824341 4.507749 0.572 -0.279 0.309
C 0.568747 -0.290580 4.050656 -0.912 0.360 0.069
C -0.684967 -0.258694 4.678493 0.069 0.151 -0.413
C -1.554057 0.371594 3.782135 1.444 -0.175 -0.613
N -0.871674 0.707884 2.651427 0.807 -0.201 1.054
N 0.418144 0.310389 2.858304 -0.159 -0.090 -0.180
C -3.001347 0.669624 3.861674 -0.647 0.128 -0.008
H 2.348737 -0.125338 5.203264 -0.129 -0.217 -0.218
H 1.688043 -1.766057 5.044097 0.175 0.232 -0.144
H 2.536161 -1.010045 3.662159 -0.130 0.024 0.283
H -0.943074 -0.643304 5.655057 0.136 0.019 -0.127
H 1.137397 0.480876 2.139499 -0.628 -0.114 0.799
H -3.575672 0.072440 3.125287 0.164 0.102 0.428
H -3.381555 0.442292 4.863825 -0.041 0.063 -0.334
H -3.203058 1.742676 3.684288 0.057 -0.250 0.164
```
Positions in Å, forces in eV/Å.

**⟨S²⟩**: 0.753
**Total charge**: +2
**LUMO level (alpha / beta)**: -0.2463 / -0.3651 Eh
**Electronic energy**: -2835.17920 Eh
**Spin multiplicity**: 2
**Kohn-Sham gap (alpha / beta)**: 8.22 / 4.99 eV
**Maximum force**: 2.8 eV/Å

# 3
A molecular structure, C10H20CrN2PS in a non-equilibrium geometry. Source: OMol25; level of theory: ωB97M-V/def2-TZVPD.

```
35
Properties=species:S:1:pos:R:3:forces:R:3
C 0.210188 4.288101 0.470607 1.903 0.567 -0.381
C 1.534176 4.184629 1.157791 -1.531 -1.139 -0.712
C 2.423421 3.405527 0.354440 -0.682 1.157 -1.832
C 1.931368 3.451430 -1.040192 0.253 -0.560 -0.016
C 0.573281 3.903310 -1.230471 0.224 0.763 2.107
Cr 0.387076 2.316396 -0.075865 1.018 -0.978 1.429
P -1.623170 1.749408 -1.051856 -0.366 0.527 0.351
H -0.657058 4.639441 1.121234 0.958 -0.069 -1.789
H 1.841140 4.588911 2.169262 -0.911 -0.818 -1.160
H 3.433319 3.009591 0.621093 -1.109 0.583 -0.215
H 0.063481 3.835703 -2.236538 0.453 0.978 1.440
H 2.515210 3.043993 -1.881368 -0.260 0.263 0.555
H -1.656013 0.867362 -2.226377 -0.517 0.627 0.878
H -2.525298 2.841109 -1.437653 0.477 -1.009 0.051
H -2.457752 1.101505 -0.061151 -0.103 0.017 -1.132
C -2.299463 -1.770781 0.943754 -0.264 0.450 0.095
C -1.673023 -1.902636 -0.430877 0.295 -0.067 -0.635
N -0.364834 -1.227601 -0.570540 -0.149 0.862 -0.383
C 0.499824 -1.065054 0.453827 1.152 0.626 0.740
S 1.299986 0.418824 0.877205 -0.588 -1.406 -0.350
N 0.791578 -2.122239 1.236334 0.836 -1.060 0.237
C 0.588064 -3.557898 0.846747 -0.016 0.569 0.645
C 1.055351 -3.959179 -0.546502 0.098 -0.043 -0.124
H -1.574476 -2.029088 1.733664 -0.653 -0.296 -0.235
H -3.250955 -2.339118 0.966090 0.721 0.067 0.271
H -2.561752 -0.722706 1.130921 0.037 -0.133 -0.052
H -1.585034 -2.953197 -0.739243 -0.022 0.121 0.164
H -2.291142 -1.419601 -1.193245 -0.129 -0.151 0.173
H -0.347545 -0.427626 -1.232803 0.025 -0.786 0.987
H 1.552488 -1.945118 1.930350 -1.196 -0.064 -0.955
H 1.120921 -4.157725 1.596997 -0.093 0.329 -0.129
H -0.478304 -3.795654 0.981199 0.296 -0.016 -0.113
H 2.081894 -3.613796 -0.769370 -0.547 0.038 0.131
H 1.094353 -5.061751 -0.563884 -0.212 0.404 -0.216
H 0.348699 -3.574474 -1.303580 0.601 -0.353 0.175
```
Positions in Å, forces in eV/Å.

**⟨S²⟩**: 3.834
**LUMO level (alpha / beta)**: 0.0140 / 0.0146 Eh
**Electronic energy**: -2286.35447 Eh
**Spin multiplicity**: 4
**Kohn-Sham gap (alpha / beta)**: 6.01 / 5.65 eV
**Maximum force**: 2.3 eV/Å

- The highest maximum force belongs to which entry?
  C10H20ClIN2OPYb

Copy entry 3 word for word.
A molecular structure, C10H20CrN2PS in a non-equilibrium geometry. Source: OMol25; level of theory: ωB97M-V/def2-TZVPD.

```
35
Properties=species:S:1:pos:R:3:forces:R:3
C 0.210188 4.288101 0.470607 1.903 0.567 -0.381
C 1.534176 4.184629 1.157791 -1.531 -1.139 -0.712
C 2.423421 3.405527 0.354440 -0.682 1.157 -1.832
C 1.931368 3.451430 -1.040192 0.253 -0.560 -0.016
C 0.573281 3.903310 -1.230471 0.224 0.763 2.107
Cr 0.387076 2.316396 -0.075865 1.018 -0.978 1.429
P -1.623170 1.749408 -1.051856 -0.366 0.527 0.351
H -0.657058 4.639441 1.121234 0.958 -0.069 -1.789
H 1.841140 4.588911 2.169262 -0.911 -0.818 -1.160
H 3.433319 3.009591 0.621093 -1.109 0.583 -0.215
H 0.063481 3.835703 -2.236538 0.453 0.978 1.440
H 2.515210 3.043993 -1.881368 -0.260 0.263 0.555
H -1.656013 0.867362 -2.226377 -0.517 0.627 0.878
H -2.525298 2.841109 -1.437653 0.477 -1.009 0.051
H -2.457752 1.101505 -0.061151 -0.103 0.017 -1.132
C -2.299463 -1.770781 0.943754 -0.264 0.450 0.095
C -1.673023 -1.902636 -0.430877 0.295 -0.067 -0.635
N -0.364834 -1.227601 -0.570540 -0.149 0.862 -0.383
C 0.499824 -1.065054 0.453827 1.152 0.626 0.740
S 1.299986 0.418824 0.877205 -0.588 -1.406 -0.350
N 0.791578 -2.122239 1.236334 0.836 -1.060 0.237
C 0.588064 -3.557898 0.846747 -0.016 0.569 0.645
C 1.055351 -3.959179 -0.546502 0.098 -0.043 -0.124
H -1.574476 -2.029088 1.733664 -0.653 -0.296 -0.235
H -3.250955 -2.339118 0.966090 0.721 0.067 0.271
H -2.561752 -0.722706 1.130921 0.037 -0.133 -0.052
H -1.585034 -2.953197 -0.739243 -0.022 0.121 0.164
H -2.291142 -1.419601 -1.193245 -0.129 -0.151 0.173
H -0.347545 -0.427626 -1.232803 0.025 -0.786 0.987
H 1.552488 -1.945118 1.930350 -1.196 -0.064 -0.955
H 1.120921 -4.157725 1.596997 -0.093 0.329 -0.129
H -0.478304 -3.795654 0.981199 0.296 -0.016 -0.113
H 2.081894 -3.613796 -0.769370 -0.547 0.038 0.131
H 1.094353 -5.061751 -0.563884 -0.212 0.404 -0.216
H 0.348699 -3.574474 -1.303580 0.601 -0.353 0.175
```
Positions in Å, forces in eV/Å.

**⟨S²⟩**: 3.834
**LUMO level (alpha / beta)**: 0.0140 / 0.0146 Eh
**Electronic energy**: -2286.35447 Eh
**Spin multiplicity**: 4
**Kohn-Sham gap (alpha / beta)**: 6.01 / 5.65 eV
**Maximum force**: 2.3 eV/Å

- Which formula does entry 2 have?
  C10H20ClIN2OPYb